1.
DFT (ωB97M-V with the def2-TZVPD basis set) results for a molecular structure, C22H23Br3Cl5F3LiMgN2O4S.

The geometry in XYZ format:
```
65
Properties=species:S:1:pos:R:3
F 8.2830 -2.7658 -3.0992
C 8.4886 -1.4260 -3.3132
C 9.7674 -0.9354 -3.2842
C 9.9803 0.4178 -3.5136
C 8.8742 1.2339 -3.7439
C 7.5974 0.7007 -3.7761
C 7.3840 -0.6427 -3.5588
N 6.1492 -1.3056 -3.5900
C 5.0644 -0.5669 -3.1123
C 4.0484 -1.2311 -2.4677
C 2.9011 -0.5785 -2.0576
C 2.7471 0.7939 -2.2508
C 3.7893 1.4825 -2.8472
C 4.9170 0.8147 -3.2948
S 6.1889 1.7194 -4.1226
H 10.6007 -1.5956 -3.0973
H 10.9771 0.8234 -3.5084
H 9.0421 2.2893 -3.9034
H 5.8793 -1.7256 -4.5384
H 4.1116 -2.3013 -2.2988
H 2.1019 -1.1219 -1.5635
H 1.8283 1.2941 -1.9471
H 3.6946 2.5503 -2.9840
Li 6.2715 -3.5564 -3.1280
C -1.2934 1.5328 0.1634
Br 0.1016 0.3850 -0.5401
Br -2.9622 1.2563 -0.7514
Br -1.4593 1.3332 2.0582
H -0.9915 2.5518 -0.0320
C -5.8539 2.8864 1.3537
C -4.7599 3.5966 2.1244
O -4.4829 4.8851 1.5669
C -5.3563 5.8576 1.8850
O -6.3141 5.7259 2.6010
O -4.9746 6.9597 1.2622
C -5.8488 8.1044 1.4320
H -5.6078 2.8497 0.2903
H -5.9838 1.8682 1.7226
H -6.8026 3.4134 1.4520
H -3.8251 3.0422 2.0472
H -5.0087 3.6797 3.1828
H -6.0390 8.3155 2.4791
H -6.7853 7.9314 0.9036
H -5.3455 8.9598 1.0000
F 4.6383 -1.3799 -5.4508
O 9.8648 -4.1718 -5.4394
H 9.0400 -4.2160 -4.9401
C -4.0919 -1.4911 3.3044
Cl -3.4238 -1.4804 1.6616
Cl -2.8961 -2.1753 4.4063
Cl -4.4697 0.1514 3.7911
Cl -5.5607 -2.4846 3.3411
Mg 1.6681 -1.3457 -4.0454
N -6.6546 -6.8271 4.3991
C -6.2922 -8.1345 4.5779
C -4.9380 -8.2221 4.3968
C -4.4652 -6.9138 4.1011
C -5.5477 -6.0761 4.1120
H -7.5897 -6.4721 4.4685
H -7.0255 -8.8855 4.8170
H -4.3505 -9.1221 4.4693
H -3.4472 -6.6218 3.9043
H -5.6250 -5.0155 3.9405
F -6.4213 10.4664 2.6239
Cl -3.5065 0.9158 6.3608
```

As for the charge: -1. The HOMO-LUMO gap comes out at 0.92 eV. For the total energy, the calculation gives -331725.8171 eV. The value obtained for the HOMO energy is -0.191 hartree.

Here are the Mulliken charges for atoms 1 to 4, given in e: F -0.306; C 0.921; C -0.610; C -0.500

---

2.
DFT (ωB97M-V with the def2-TZVPD basis set) results for a molecular structure, C22H23BrF3N5O2S4V.

The geometry in XYZ format:
```
61
Properties=species:S:1:pos:R:3
V 0.4638 -0.0143 -0.0521
C -0.8043 0.5092 3.4455
C -2.1676 0.2795 2.8172
S -2.3425 1.0541 1.1977
C -2.5079 2.8169 1.6205
C -1.4428 3.6941 0.9778
S 0.1595 3.3740 1.7469
C 1.3085 3.8900 0.4604
C 2.6271 3.1454 0.5768
S 2.6161 1.3238 0.3385
C 3.0761 0.6892 1.9788
C 1.9568 0.6822 3.0009
S 0.5016 -0.2632 2.4451
H -0.7435 0.0398 4.4284
H -0.5785 1.5695 3.5409
H -2.9464 0.6469 3.4855
H -2.3610 -0.7847 2.6688
H -2.4998 2.9159 2.7071
H -3.4921 3.1322 1.2771
H -1.7149 4.7404 1.1129
H -1.3641 3.4943 -0.0908
H 1.5312 4.9532 0.5600
H 0.8475 3.7431 -0.5128
H 3.0857 3.3085 1.5530
H 3.3243 3.5143 -0.1745
H 3.8990 1.3058 2.3414
H 3.4836 -0.3054 1.8135
H 1.6100 1.6918 3.2107
H 2.3061 0.2255 3.9274
Br 0.8445 -3.2780 -2.2545
C 1.0588 -1.5640 -3.0043
C 1.4604 -1.5124 -4.3369
C 1.5067 -0.2942 -4.9833
C 1.1030 0.8432 -4.2935
C 0.7375 0.6931 -2.9783
N 0.7514 -0.4747 -2.3041
C 0.2025 1.8302 -2.1858
O 0.0568 2.9501 -2.5609
O -0.1441 1.4209 -0.9409
H 1.7099 -2.4314 -4.8472
H 1.8186 -0.2363 -6.0174
H 1.0562 1.8222 -4.7498
N 1.7068 -1.3473 0.1512
C 2.7510 -1.9336 -0.0684
N 3.7777 -2.4781 -0.3417
C 4.6983 -3.3802 -0.0643
N 5.5268 -4.1453 0.1622
F -3.6157 -5.5510 -0.9214
C -4.1678 -4.3512 -0.7310
F -4.9179 -4.4053 0.3724
F -4.9536 -4.0741 -1.7680
C -3.0852 -3.3015 -0.5592
C -2.0828 -3.5141 0.3756
C -1.1061 -2.5543 0.5239
N -1.1054 -1.4169 -0.1916
C -2.0827 -1.2159 -1.0893
C -3.0867 -2.1367 -1.3059
H -2.0501 -4.4167 0.9705
H -0.2881 -2.6937 1.2167
H -2.0586 -0.2837 -1.6360
H -3.8535 -1.9410 -2.0414
```

Its spin multiplicity is 2. As for the charge: +2. The HOMO-LUMO gap (alpha / beta) comes out at 5.79 / 6.51 eV. For the total energy, the calculation gives -181943.2510 eV. The calculation puts the energy above the lowest of the compared OMol25 structures with the same formula, charge and spin at 0.0 kJ/mol. The value obtained for the HOMO energy (alpha / beta) is -0.526 / -0.526 hartree.

Here are the Mulliken charges for atoms 1 to 4, given in e: V 0.023; C -0.723; C -0.980; S 0.326

---

3.
DFT (ωB97M-V with the def2-TZVPD basis set) results for a molecular structure, C22H23CaClN2O4.

The geometry in XYZ format:
```
53
Properties=species:S:1:pos:R:3
Ca -0.2455 -0.3298 -1.1271
C 0.5979 -3.1912 0.9048
N 1.1050 -2.1338 0.0525
C 2.2739 -2.2804 -0.4553
C 2.8681 -1.3466 -1.3529
C 4.1513 -1.3835 -1.9152
C 4.2505 -0.2322 -2.7022
C 3.0183 0.4336 -2.5718
N 2.1835 -0.2326 -1.7664
C 0.3901 -2.7461 2.3370
C -0.3173 -1.5797 2.6262
C -0.5148 -1.1935 3.9429
C -0.0176 -1.9614 4.9898
C 0.6883 -3.1212 4.7096
C 0.8914 -3.5047 3.3884
H 1.2691 -4.0629 0.9008
H -0.3630 -3.5204 0.4947
H 2.8677 -3.1763 -0.2240
H 4.8959 -2.1521 -1.7581
H 5.0954 0.0937 -3.2920
H 2.7076 1.3723 -3.0103
H -0.7058 -0.9450 1.8311
H -1.0591 -0.2779 4.1412
H -0.1734 -1.6526 6.0172
H 1.0900 -3.7250 5.5157
H 1.4537 -4.4070 3.1697
O -2.6184 -3.1735 -3.5495
Cl -1.7174 -2.3244 -2.8296
O -1.9266 -2.4525 -1.3902
O -1.9313 -0.9246 -3.1617
O -0.3403 -2.6516 -3.1136
C -3.5718 1.6894 -0.3060
C -2.2991 2.1622 0.3645
C -2.6161 3.1752 1.4441
C -1.1567 1.1892 0.5876
C -1.0258 2.3549 -0.4439
C -1.0562 2.0402 -1.9290
C -0.1110 2.5457 -2.8045
C 0.8884 3.4414 -2.4279
C 0.7998 3.9456 -1.0942
C -0.1117 3.5132 -0.1876
H -4.2842 1.3440 0.4553
H -3.3984 0.8521 -0.9807
H -4.0555 2.4921 -0.8789
H -3.2830 2.7276 2.1946
H -3.1241 4.0629 1.0418
H -1.7190 3.5119 1.9618
H -0.6261 1.4413 1.5180
H -1.9165 1.5340 -2.3515
H -0.1871 2.2425 -3.8487
H 1.6214 3.8162 -3.1313
H 1.4810 4.7383 -0.7856
H -0.1154 3.9629 0.8004
```

As for the charge: -2. The HOMO-LUMO gap comes out at 3.62 eV. For the total energy, the calculation gives -65311.7561 eV. The calculation puts the energy above the lowest of the compared OMol25 structures with the same formula, charge and spin at 47.8 kJ/mol. The value obtained for the HOMO energy is 0.038 hartree.

Here are the Mulliken charges for atoms 1 to 4, given in e: Ca 1.669; C -1.133; N 0.171; C -0.023

---

4.
DFT (ωB97M-V with the def2-TZVPD basis set) results for a single C22H23FN2O3S molecule.

The geometry in XYZ format:
```
52
Properties=species:S:1:pos:R:3
C 1.5457 -2.0760 7.5561
C 0.7063 -2.2867 6.3057
O 1.5132 -2.9101 5.3295
C 0.9518 -2.9738 4.0427
C -0.1686 -4.0142 3.9101
C -0.5543 -4.2390 2.4471
N -1.1001 -3.0519 1.8346
C -0.3817 -2.2730 0.9926
O 0.7482 -2.5744 0.6102
C -1.0210 -1.0563 0.5309
C -0.3413 -0.2367 -0.3113
S 1.2554 -0.6897 -0.7995
C 1.6991 0.6854 -1.8193
C 2.9853 0.6121 -2.3481
C 3.4798 1.6067 -3.1619
C 2.6730 2.6962 -3.4513
C 1.3964 2.7794 -2.9344
C 0.8776 1.7771 -2.1067
N -0.4182 1.8812 -1.5964
C -1.2282 3.0261 -1.9886
C -1.6074 2.9921 -3.4447
C -1.8785 1.7988 -4.1014
C -2.2437 1.7881 -5.4357
C -2.3513 2.9747 -6.1409
C -2.0921 4.1784 -5.5094
C -1.7259 4.1663 -4.1778
F -1.4594 5.3467 -3.5688
C -1.0361 0.9874 -0.7650
O -2.1795 1.1859 -0.3818
H 0.9500 -1.5996 8.3299
H 2.4022 -1.4493 7.3243
H 1.9078 -3.0333 7.9196
H 0.3401 -1.3198 5.9242
H -0.1672 -2.9119 6.5453
H 0.5799 -1.9821 3.7416
H 1.7783 -3.2456 3.3812
H -1.0487 -3.6922 4.4724
H 0.1815 -4.9564 4.3342
H 0.3298 -4.5089 1.8651
H -1.2914 -5.0452 2.3774
H -1.9855 -2.7108 2.1733
H -2.0180 -0.7948 0.8447
H 3.5829 -0.2513 -2.0981
H 4.4777 1.5379 -3.5654
H 3.0368 3.4903 -4.0851
H 0.8084 3.6426 -3.1893
H -0.7109 3.9552 -1.7358
H -2.1410 2.9700 -1.3835
H -1.8052 0.8698 -3.5561
H -2.4478 0.8486 -5.9258
H -2.6372 2.9665 -7.1811
H -2.1672 5.1198 -6.0300
```

As for the charge: 0. The HOMO-LUMO gap comes out at 7.81 eV. For the total energy, the calculation gives -45863.1317 eV. Its SMILES is CCOCCCNC(=O)/C=C1\Sc2ccccc2N(Cc2ccccc2F)C1=O. The calculation puts the energy above the lowest of the compared OMol25 structures with the same formula, charge and spin at 17.9 kJ/mol. The value obtained for the HOMO energy is -0.291 hartree.

Here are the Mulliken charges for atoms 1 to 4, given in e: C -1.305; C -0.117; O -0.373; C -0.375

---

The following max |F| values (in eV/A) correspond, in order, to the records above: 1.47 0.42 0.63 1.25.